Here is a cluster of 11 separate species, C4H27N2O11 in total in a non-equilibrium geometry from the Open Molecules 2025 dataset. Energies are from ωB97M-V/def2-TZVPD.

ΔE to the lowest compared entry with this formula, charge and spin = 54.2 kcal/mol
Kohn-Sham gap = 9.042 eV
HOMO energy = -6.3 eV
net charge = -1
LUMO level = 0.10238 Ha
DFT total energy = -1105.796451 Ha
M = 279.3 g/mol

Last columns: bonded neighbours and bond lengths (Å).
Element x y z (Å)
1 O -0.8346 -1.1336 -1.1421  C2 1.246
2 C -0.3997 -0.2855 -0.3393  O1 1.246, N3 1.320, C6 1.563
3 N 0.6783 -0.4722 0.4000  C2 1.320, H9 0.983
4 C 2.6992 0.3300 1.8988  O5 1.211, H10 1.041, H11 1.081
5 O 3.4031 0.2343 0.9185  C4 1.211
6 C -1.2903 0.9832 -0.1419  C2 1.563, C7 1.504, N8 1.515, H12 1.135
7 C -2.6461 0.6164 0.3944  C6 1.504, H13 1.149, H14 1.122, H15 1.149
8 N -1.2775 1.7939 -1.4217  C6 1.515, H16 1.026, H17 1.028
9 H 1.0625 -1.3691 0.2794  N3 0.983
10 H 2.4642 1.0985 2.5600  C4 1.041
11 H 2.1758 -0.5391 2.2712  C4 1.081
12 H -0.7793 1.6051 0.6589  C6 1.135
13 H -2.8640 1.5760 0.9880  C7 1.149
14 H -3.3609 0.2793 -0.4020  C7 1.122
15 H -2.6316 -0.1915 1.2116  C7 1.149
16 H -0.4183 1.5874 -1.9430  N8 1.026
17 H -2.0563 1.5264 -2.0375  N8 1.028
18 H -0.9372 -0.0087 -4.1056  O20 0.970
19 H -1.5203 -0.4934 -2.7481  O20 0.962
20 O -1.7598 -0.2334 -3.6424  H18 0.970, H19 0.962
21 H -2.5873 -1.5499 -0.7715  O23 0.969
22 H -3.5498 -2.1822 0.1359  O23 0.951
23 O -3.5125 -1.8353 -0.7493  H21 0.969, H22 0.951
24 H 1.6069 -0.0591 -1.8495  O26 0.952
25 H 2.7928 0.2696 -2.5497  O26 0.952
26 O 1.8809 0.5428 -2.5342  H24 0.952, H25 0.952
27 H 0.2169 0.2743 2.1098  O29 0.972
28 H -0.8459 0.1934 3.2153  O29 0.941
29 O -0.0470 0.6293 2.9756  H27 0.972, H28 0.941
30 H -0.1536 -2.7135 -0.8816  O32 1.103
31 H 1.2690 -3.0278 -0.3416  O32 0.990
32 O 0.3482 -3.2683 -0.0704  H30 1.103, H31 0.990
33 H 3.8155 -2.2135 -0.5566  O35 0.953
34 H 3.2282 -0.7486 -0.5079  O35 0.977
35 O 3.4311 -1.5150 -1.0793  H33 0.953, H34 0.977
36 H 0.6836 2.8549 -0.0687  O38 0.965
37 H -0.5600 3.7286 0.2096  O38 0.988
38 O 0.4163 3.6801 0.3554  H36 0.965, H37 0.988
39 H 0.4512 2.4901 3.1823  O41 0.957
40 H 0.7692 3.6449 2.0824  O41 1.004
41 O 1.0011 3.2446 2.9733  H39 0.957, H40 1.004
42 H -1.1252 -2.3905 0.8335  O44 1.031
43 H -1.8542 -3.6612 0.9897  O44 0.983
44 O -1.9866 -2.7325 1.2845  H42 1.031, H43 0.983

Mulliken population analysis, charges in e, atoms 1 to 8:
1. O -1.020
2. C 0.201
3. N -0.099
4. C -0.100
5. O -0.601
6. C 0.847
7. C -1.763
8. N -0.591